Density functional theory data (the ωB97M-V functional and the def2-TZVPD basis) for 2 unconnected molecules or ions with the total composition C36H51ClF5N2O4PS.

Calculated values
- Largest force on an atom: 0.115 hartree/bohr
- SMILES string: C=CCc1cc(P(O)O)c(CC=C)c2c1Nc1c([C@H](Cl)CC)cc(CCCC(F)(F)C(F)(F)F)c(OC[C@@H](C)C(C)C)c1S2.COC[C@@H](C)N
- HOMO level: -7.55 eV
- Frontier orbital gap: 0.2640 Ha
- Total charge: 0

```
101
Properties=species:S:1:pos:R:3:forces:R:3
Cl -1.18067 -2.69289 -3.92070 0.3150 1.5169 -0.3885
S -1.14719 0.79951 1.29814 1.1374 0.3415 -2.3368
P 4.64536 3.05373 2.03121 -1.2847 3.5863 0.3551
F -8.87228 6.65641 -2.45190 2.9630 -3.7738 2.4161
F -7.80831 4.09222 -3.85908 -1.4425 0.1804 4.3177
F -8.59534 5.55095 -0.34103 2.1364 0.1006 -4.7747
F -6.65010 5.99628 -1.78936 -4.9451 -1.5330 0.3590
F -9.81843 3.96363 -2.57747 4.4815 0.3005 0.4489
O 9.13142 -5.76965 2.72920 -0.0846 0.5959 0.1429
O 6.12619 3.11746 1.11526 -0.7751 -0.8606 1.6401
O 4.90066 2.66007 3.70835 -1.1852 -1.3323 -1.2104
O -3.93354 2.42405 0.42297 0.0265 -2.6386 -2.3410
N 0.11573 -0.85479 -1.25497 -0.6241 3.7321 0.6489
N 7.96473 -4.98140 0.21120 -0.1250 -0.1837 0.3042
C 2.71372 0.08143 -0.95982 -0.7013 2.2950 2.3875
C -3.16421 0.85004 -3.37765 1.2032 0.0113 3.3605
C 8.40699 -4.54061 2.62552 -0.2756 -0.2226 -0.1213
C 3.30898 1.96488 1.20600 -1.7373 -4.6663 -3.1876
C 3.34004 -0.77623 -2.23214 0.4033 0.6284 1.8920
C 0.90822 1.83960 4.31549 -4.0107 1.1584 0.9618
C 10.54147 -5.61688 2.78186 -0.0788 -0.3869 -0.1121
C -0.43993 2.02686 4.96098 3.4873 -0.2874 -1.7616
C -1.97605 0.83310 -0.42401 -0.0482 -0.4177 -2.9765
C -4.62319 0.31332 1.82744 -1.3613 -0.5505 1.4058
C 4.87347 -1.30078 -1.84191 0.6716 -1.2329 1.6186
C -1.14450 -0.86066 -4.37573 -1.0537 1.3895 0.2207
C 9.64382 -3.29454 0.74857 0.1112 0.2580 -0.2022
C -8.07362 5.57922 -1.75818 -0.7999 2.4782 0.3573
C -7.66818 2.87671 -1.52488 -0.3800 -0.4260 -0.2108
C 0.70403 0.91401 0.83606 2.6110 -0.2181 -1.8260
C -8.32267 4.08080 -2.44202 -1.0898 -0.0377 -1.3847
C -4.01378 0.64221 3.34731 0.6457 -0.0587 -1.1763
C -5.29609 2.57510 -2.66031 1.2630 0.4001 -0.5380
C -1.79554 -0.04028 -3.10692 -1.6322 2.0899 2.3721
C -1.15621 -0.05472 -1.58066 -3.2085 1.8387 -1.4700
C 1.18492 -1.41880 -5.75721 0.6837 0.3657 -0.3806
C -3.96801 1.71908 -2.22472 3.1282 -2.0954 0.4898
C -5.06066 1.66024 0.99717 -1.0289 -0.9745 1.4712
C 1.74195 1.86388 1.67647 1.0172 -1.5302 -2.4001
C 8.34248 -3.95703 1.19567 0.3819 -0.2868 0.0780
C -6.47172 -1.41351 0.72795 0.7944 0.7997 -0.0295
C 0.34122 -0.34438 -4.83881 0.5692 0.0046 -0.2162
C 1.20633 2.72618 2.96951 0.0113 -1.4282 -0.6157
C -6.72829 1.81871 -2.41006 0.0074 0.8338 -0.1700
C 3.76818 1.07189 -0.12308 -3.6393 -0.3247 1.2324
C -5.67174 -1.77878 3.21940 -0.2936 -0.0017 0.0076
C -6.00668 -0.58131 2.10098 0.1135 -1.2980 -0.1964
C 5.24260 -1.96362 -0.56171 -0.9828 2.0858 -1.5606
C 1.12343 -0.00129 -0.49958 3.3709 2.2763 1.6855
C -3.34143 1.69442 -0.70966 1.7439 -1.6943 -2.2759
H -6.42967 -2.68558 3.13123 1.4230 2.0472 0.0527
H 8.58955 -5.78126 0.34989 -0.1363 0.2767 -0.1268
H 8.78636 -3.80519 3.34494 0.1670 0.0138 -0.0677
H -5.62366 2.36396 1.77915 1.4645 -1.2751 -1.7663
H 0.24128 0.65539 -5.47516 -0.1537 -2.1486 1.4713
H -6.89284 0.11885 2.48771 1.9929 -1.4946 -0.7788
H 7.56921 -3.17912 1.19402 0.0027 -0.1322 0.0951
H -7.60100 -1.23972 0.45636 2.2082 -0.5467 0.6135
H 10.05530 -2.65883 1.53905 -0.0278 -0.0739 -0.0594
H -7.00699 3.42385 -0.69532 -1.5552 -1.3812 -1.7730
H 5.73136 -3.02298 -0.43836 0.1792 2.7481 -0.7174
H 1.73875 1.12281 4.72976 -1.6035 1.9212 -0.4849
H 3.35130 -0.13746 -3.23076 -0.0577 -1.4038 2.1606
H 10.95850 -6.48228 3.30417 -0.1559 0.0766 0.0039
H 10.84020 -4.71138 3.31773 -0.0429 0.0387 -0.0769
H -5.25366 3.62924 -2.10147 -0.1239 -2.4334 -1.0662
H -4.85102 0.72316 4.16686 1.6171 0.0124 -1.7721
H -4.59333 -2.23828 2.99644 -2.3061 1.1504 0.6239
H 9.46426 -2.66002 -0.12751 -0.0198 -0.1570 0.1500
H 4.90216 1.16307 -0.47097 -2.7762 -0.3616 0.7339
H 2.02359 -0.80946 -6.34097 -1.7898 -1.2311 1.2731
H 7.04548 -5.34859 0.45923 0.1099 0.0870 -0.1158
H 1.00684 -0.05598 -3.90522 -1.5079 -0.6187 -1.7752
H 5.70486 -1.12978 -2.67135 -2.1789 -1.5690 1.2403
H -5.76975 -1.37341 4.32353 0.5215 -0.8957 -2.2546
H -3.28324 -0.25767 3.62880 -1.5403 2.2179 -0.4570
H 2.03836 3.50876 3.23144 -1.6532 -1.3630 -0.5456
H 4.00471 2.46625 4.13942 1.7161 0.2778 -1.0032
H -3.61086 0.89933 -4.47030 1.0861 -0.2010 2.4747
H -6.53290 0.80429 -1.86046 -0.5993 2.0851 -0.7615
H 5.06109 -1.34610 0.44197 -0.8826 -2.0377 -2.1327
H 10.41112 -4.01988 0.45713 -0.1920 0.0492 0.1119
H 1.76905 -2.22367 -5.11636 -1.5187 1.6081 -1.2730
H -8.57588 2.27342 -1.03859 1.9538 1.6455 -0.9936
H -3.41429 1.65256 3.22710 -1.0926 -2.0870 0.6153
H 6.62561 3.93852 1.40677 -1.2500 -1.3791 -0.3282
H 10.95373 -5.61699 1.77054 0.1768 0.1693 0.0694
H -0.61346 1.95526 6.11926 0.3618 -0.6217 -2.5765
H 0.22129 3.26367 2.63780 1.8693 -0.9432 0.7641
H -5.15510 2.84727 -3.81400 -0.3413 -0.7260 2.5407
H 0.53210 -1.94451 -6.58587 1.1897 1.0214 1.8740
H 7.38207 -4.77679 2.93796 0.1574 -0.1024 -0.0591
H -5.81150 -0.96676 -0.14134 -1.3893 -1.0759 1.4300
H 0.52310 -1.27864 -2.12126 -0.5572 0.6610 1.1027
H -1.92892 -0.76098 -5.26526 1.8814 -0.2626 1.9350
H -3.88767 -0.39982 1.26133 -1.3073 1.5816 0.8330
H -5.86694 1.33513 0.21236 1.7261 0.7457 1.1028
H -6.20211 -2.56633 0.84760 -0.7609 2.5838 -0.3596
H -7.27403 1.55919 -3.43141 1.2163 0.6709 2.2123
H -1.36801 2.32523 4.28445 2.3640 -0.0720 1.5900
H 2.66804 -1.75560 -2.33123 1.6460 2.0979 -0.0595
```
Positions in Å, forces in eV/Å.

Density functional theory data (the ωB97M-V functional and the def2-TZVPD basis) for C4H7NO2 in the gas phase.

Calculated values
- Largest force on an atom: 0.011 hartree/bohr
- SMILES string: CC(=O)NCC=O
- HOMO level: -10.11 eV
- Frontier orbital gap: 0.3936 Ha
- Total charge: 0

```
14
Properties=species:S:1:pos:R:3:forces:R:3
O 1.89298 -0.28858 0.69966 -0.2837 -0.1613 -0.1514
O -1.85162 3.03720 -0.09971 0.2674 -0.4030 -0.2816
N -0.16902 -0.01113 -0.16708 -0.0181 -0.1228 0.0746
C 0.85788 -0.78864 0.29530 0.2007 0.0036 0.1073
C 0.63240 -2.28610 0.28225 0.0154 -0.0557 -0.0207
C -1.26142 2.12021 -0.61456 -0.1518 0.2946 0.1668
C -0.08640 1.42211 0.02257 0.0259 0.1757 0.1157
H -0.02945 1.70548 1.07840 -0.0260 -0.0634 -0.0920
H 0.83429 1.78391 -0.45427 -0.1224 -0.0122 0.0317
H 0.57942 -2.64262 1.31629 0.0101 0.0968 -0.1587
H -1.55273 1.74014 -1.61671 -0.0274 0.0347 0.0412
H -0.27536 -2.59170 -0.24595 0.1222 0.0889 0.0625
H -1.07042 -0.44024 -0.31220 0.1110 0.0565 0.0449
H 1.49945 -2.76006 -0.18399 -0.1233 0.0676 0.0599
```
Positions in Å, forces in eV/Å.

Density functional theory data (the ωB97M-V functional and the def2-TZVPD basis) for a molecular structure, C3H6NO4S.

Calculated values
- Largest force on an atom: 0.092 hartree/bohr
- HOMO level (spin up / spin down): -4.18 / -4.19 eV
- Frontier orbital gap (spin up / spin down): 0.2955 / 0.2955 Ha
- Total charge: -1

```
15
Properties=species:S:1:pos:R:3:forces:R:3
S -0.37723 -2.20865 0.27184 0.5879 -1.0856 -3.2236
O -2.83623 -0.39239 0.85697 1.9562 0.9838 -1.6940
O 0.44502 -2.47647 -0.97247 -1.4861 0.9195 1.9344
O 0.36745 -2.51897 1.46056 0.6918 0.0444 1.4564
O -2.25513 0.12771 -1.22516 0.1833 -0.0318 0.9601
N -1.95236 -0.00735 -0.01675 -1.9129 -0.7030 0.8321
C 1.48674 1.36430 0.08414 1.0255 -4.4046 1.3526
C 0.37823 0.57503 -0.58444 -0.3594 0.4279 -1.8329
C -0.62525 0.06227 0.36520 0.1224 -0.9122 2.7540
H 2.08959 0.69636 0.90163 -1.6483 1.6095 -1.8390
H -0.17994 1.06767 -1.45269 0.7092 0.2684 1.4198
H 2.18757 1.74829 -0.57448 1.3225 0.7607 -1.3835
H 0.92304 2.07654 0.49981 -1.1473 3.3758 2.4005
H 0.82310 -0.20118 -1.15894 0.3988 -1.4130 -0.2754
H -0.47459 0.08684 1.54480 -0.4436 0.1602 -2.8615
```
Positions in Å, forces in eV/Å.

Density functional theory data (the ωB97M-V functional and the def2-TZVPD basis) for 2 unconnected molecules or ions with the total composition C9H14.

Calculated values
- Largest force on an atom: 0.062 hartree/bohr
- 2S+1: 2
- HOMO level (spin up / spin down): 0.91 / -3.19 eV
- Frontier orbital gap (spin up / spin down): 0.1147 / 0.2614 Ha
- Total charge: -1

```
23
Properties=species:S:1:pos:R:3:forces:R:3
C -1.24003 2.44186 0.20517 0.8693 -1.3482 0.8373
C -0.02077 2.23824 -0.60155 -2.7061 1.6459 -0.2304
C 0.93582 1.37013 -0.21633 2.4060 -0.6348 -0.2248
C 0.86184 0.60045 0.93910 0.1215 0.2884 0.7057
C -1.20718 -2.19328 -1.07438 1.0172 0.2367 -0.0867
C 0.02379 -1.80176 -1.92853 -0.2984 -0.6294 0.2555
C 1.88161 -0.37188 1.41269 0.9566 -1.4032 -0.7462
C -0.29935 0.80124 1.73957 -1.9400 0.4837 1.6196
C -1.32561 1.69150 1.41020 0.5008 0.9569 -2.1344
H 0.84434 -2.33574 -1.47815 0.6252 -0.4033 -0.0793
H 1.57264 -1.41458 1.11930 0.1505 0.2365 0.1674
H -2.10537 -1.74024 -1.48401 -0.1784 0.2700 0.5167
H -0.37463 0.45255 2.76883 0.3526 -0.5134 -0.0799
H -1.35915 -3.28365 -1.07350 0.1600 0.2114 -0.2074
H 2.03223 -0.47363 2.50273 -0.2787 0.5168 -0.1621
H 0.37074 -0.75124 -1.90999 -0.9069 -0.3521 -0.1092
H -0.93720 -1.92454 -0.04818 -0.8191 0.3189 -0.0170
H -2.23675 1.93390 1.95849 0.3802 -0.6239 0.6643
H -0.14906 -2.21138 -2.92693 0.4027 0.4220 -0.2204
H 2.92441 -0.29628 0.97930 -1.0454 0.3620 0.1917
H 1.92242 1.29065 -0.73220 -0.8553 0.1680 -0.1435
H -0.06213 2.88443 -1.47096 0.9615 -0.2624 -0.3394
H -2.05260 3.09325 -0.09068 0.1243 0.0538 -0.1773
```
Positions in Å, forces in eV/Å.

Density functional theory data (the ωB97M-V functional and the def2-TZVPD basis) for C17H25N3O2S in the gas phase.

Calculated values
- Largest force on an atom: 0.014 hartree/bohr
- SMILES string: CCCCN(C)CCCNC(=O)Cn1c(=O)sc2ccccc21
- HOMO level: -8.50 eV
- Frontier orbital gap: 0.3375 Ha
- Total charge: 0

```
48
Properties=species:S:1:pos:R:3:forces:R:3
S -0.79162 1.25537 -2.01323 0.0417 0.0496 0.1153
O 1.75745 0.66940 -2.51204 0.3080 -0.1277 -0.2794
O 3.11427 0.27460 1.88969 -0.0397 0.0416 0.4450
N 1.25730 1.59554 -0.48471 0.2997 0.0929 0.0595
N -0.54178 -2.77869 0.12114 0.0321 0.1377 0.0987
N 3.10091 -0.70666 -0.15610 0.0580 -0.3179 -0.3350
C -1.66926 -1.90560 0.41036 -0.1108 -0.1066 -0.1833
C -2.87660 -2.23405 -0.47065 0.0463 0.2667 0.0568
C 2.98572 0.33259 0.68600 0.0684 0.5586 -0.4348
C -3.82754 -1.04982 -0.63730 -0.0803 -0.2489 0.1906
C 1.91769 -2.85504 -0.03312 0.0187 0.2560 0.2926
C -1.03703 1.87592 -0.39125 0.1660 -0.0382 -0.1472
C 0.96036 1.12127 -1.72540 -0.4656 -0.0223 -0.2095
C 0.17794 1.96471 0.29651 -0.6273 0.1254 0.1699
C -0.99723 2.70922 2.22777 -0.0899 0.0338 -0.0175
C -0.80596 -4.14632 0.51932 0.0073 0.0713 -0.1216
C -2.19676 2.65128 1.53068 -0.0742 0.0366 0.1057
C 3.19041 -2.07480 0.29983 -0.0373 -0.3243 0.1200
C -4.43753 -0.58722 0.68085 0.0789 0.0243 -0.2369
C -2.22918 2.22974 0.21294 0.1956 -0.0500 -0.0492
C 2.63551 1.64195 -0.04247 0.2361 -0.1455 0.2369
C 0.19997 2.37005 1.62246 0.1488 -0.0560 -0.1268
C 0.69823 -2.28810 0.69823 0.1390 -0.1008 -0.2330
H 2.91593 -0.56389 -1.14152 -0.0078 0.1989 0.0721
H -3.28898 -0.22237 -1.10361 0.0127 0.0286 -0.0940
H -1.35488 -0.88145 0.19230 0.0076 0.0318 0.0530
H 0.77224 -2.50992 1.77713 -0.0101 0.0552 0.0045
H 3.34824 -2.03891 1.38027 0.0827 -0.0497 -0.1209
H -1.95009 -1.95009 1.47726 0.0274 0.0591 0.0101
H -3.15587 2.17056 -0.33372 -0.1542 -0.0108 -0.0459
H 4.05400 -2.55258 -0.17294 -0.0391 0.0235 0.1368
H 3.26946 1.76381 -0.92463 -0.1125 0.0318 0.0985
H -3.67186 -0.19759 1.34708 0.0399 0.0501 0.1406
H 2.07618 -3.89910 0.23562 0.0233 -0.0831 -0.0601
H 1.72653 -2.80400 -1.10692 -0.0205 -0.0583 -0.0481
H -3.11690 2.92696 2.02173 -0.0905 0.0254 0.0581
H 0.70713 -1.20017 0.59064 -0.0287 -0.0119 0.0382
H -0.99432 3.02131 3.26053 0.0035 0.0288 0.0938
H -4.94003 -1.41458 1.17746 -0.0715 -0.0732 0.1057
H 2.76900 2.48828 0.63248 0.0211 -0.1388 -0.0558
H -3.43114 -3.07586 -0.05224 -0.0441 -0.0898 -0.0498
H -5.16869 0.19913 0.50574 -0.0903 0.0993 0.0751
H -4.63085 -1.34453 -1.31681 0.0257 0.0746 -0.0709
H -2.50095 -2.52637 -1.45285 0.0321 -0.0944 -0.0061
H 0.04142 -4.77238 0.25039 -0.0060 -0.1088 0.0153
H -1.67982 -4.51612 -0.01081 -0.0362 -0.1156 0.0114
H -0.98310 -4.23940 1.60334 -0.0088 -0.0067 0.0462
H 1.12475 2.39543 2.17566 0.1250 -0.0224 0.0753
```
Positions in Å, forces in eV/Å.

What DFT total energy values result from the calculations? In sequence: -3510.781432; -361.853257; -871.735627; -351.253162; -1375.781229 a.u..
What ΔE to the lowest compared entry with this formula, charge and spin values result from the calculations? In sequence: 559.3; 17.3; 82.8; 16.4; 7.0 kcal per mole.